Density functional theory data (ωB97M-V/def2-TZVPD) for a molecular structure, C54H50AsN5O3Re.

Geometry as XYZ:
```
114
Properties=species:S:1:pos:R:3
Re 0.2013 -0.0776 -1.1974
As 3.0839 -1.3802 1.2909
O -7.4140 -1.2663 -0.5502
O 1.6957 0.9046 -0.6408
O -7.7460 -2.2663 -2.4882
N -0.9117 1.6570 -1.0974
N 1.4695 -1.5648 -2.0997
N -1.8277 1.4932 1.0410
N -1.2393 -1.5584 -2.0922
N -2.2077 3.3852 -0.1972
C -5.7194 3.2124 1.0287
C -2.5683 6.1046 0.4929
C -2.6845 -1.6279 -2.0197
C -4.9179 5.4714 1.1645
C 3.5118 -2.2229 -3.1346
C 0.8242 -2.5056 -2.8308
C 3.3386 -3.3172 1.1981
C 1.4808 -3.3453 -3.7066
C -5.9344 4.5462 1.3416
C -3.4745 3.7535 0.3709
C 5.1469 0.4754 2.1095
C 7.3546 0.7040 1.1784
C -3.4300 -2.4223 -2.8887
C 2.7929 -1.4406 -2.2410
C -0.6266 -2.5255 -2.6791
C 0.7027 4.3724 -3.0474
C -4.8093 -2.4731 -2.7658
C -1.4529 -1.5379 3.0523
C 2.0101 -0.4950 5.8013
C 1.3622 0.1571 4.7644
C 2.6623 -1.0936 3.1615
C 0.0984 4.2200 -4.2873
C 6.3707 1.1265 2.0602
C -1.2482 2.3816 -3.4478
C 2.8531 -3.1855 -3.8755
C 2.7556 1.6661 -1.1986
C 4.0811 -5.2587 -0.0471
C -3.3387 -0.8549 -1.0733
C -1.3896 0.2083 1.4143
C -0.2155 -1.8620 1.0313
C -1.6456 2.1579 -0.1178
C 2.7847 -4.1749 2.1469
C -3.6666 5.0982 0.6848
C 1.6878 -0.1435 3.4482
C -2.3545 1.3919 -3.6742
C 2.9002 -5.5515 2.0152
C -0.6458 -2.3387 2.2538
C 7.1074 -0.3769 0.3459
C 3.3263 -1.7275 4.2090
C 3.9549 -3.8837 0.0822
C -2.7663 0.5540 3.5128
C 2.9963 -1.4338 5.5225
C 0.3496 3.5227 -2.0146
C -6.9539 -1.7328 -1.5512
C -1.8500 -0.2721 2.6511
C 3.5617 -6.0986 0.9264
C -4.7130 -0.9181 -0.9505
C 4.8908 -0.6162 1.2814
C -0.8679 3.2454 -4.4736
C -0.5704 -0.5759 0.6025
C -5.4633 -1.7284 -1.7917
C 5.8825 -1.0285 0.3937
C -0.5997 2.5198 -2.2154
C -4.4884 2.8176 0.5315
H -2.7721 -0.2218 -0.4159
H 0.4022 -2.4978 0.4049
H 4.5771 -2.0689 -3.2301
H -2.3951 1.9797 1.7200
H 4.5903 -5.6750 -0.9068
H 6.5589 1.9609 2.7228
H 3.2726 -0.7215 -1.5958
H 4.3958 0.8166 2.8117
H -1.1535 -3.3898 -3.0655
H -2.2901 1.4784 3.8520
H 0.7965 3.6284 -1.0333
H -1.9846 0.3668 -3.7036
H -0.3535 -3.3259 2.5844
H -1.9009 3.9462 -0.9795
H -2.9787 -2.9862 -3.6915
H 3.3921 -3.8087 -4.5756
H -3.0522 -0.0028 4.4018
H 3.5172 -1.9278 6.3317
H 7.8723 -0.7211 -0.3377
H 1.4370 5.1490 -2.8847
H -1.3638 3.1634 -5.4321
H 3.6665 -7.1709 0.8339
H 4.1173 -2.4384 4.0025
H -2.3858 6.3043 -0.5672
H -4.3271 1.7868 0.2432
H -6.8971 4.8677 1.7131
H -1.6306 5.7587 0.9300
H -1.7936 -1.9091 4.0100
H -5.2350 -0.3466 -0.1957
H 2.2634 -3.7707 3.0050
H -5.0929 6.5119 1.4052
H 3.7079 1.1992 -0.9328
H -3.6888 0.8199 2.9889
H -6.5101 2.4847 1.1519
H 5.7297 -1.8820 -0.2527
H 2.4790 -6.1987 2.7732
H 2.7507 2.6634 -0.7590
H 2.6736 1.7565 -2.2850
H 8.3099 1.2095 1.1449
H 1.7592 -0.2646 6.8281
H 4.3417 -3.2550 -0.7095
H -3.1075 1.4444 -2.8864
H -2.8439 1.5869 -4.6262
H -2.8316 7.0521 0.9565
H -5.3500 -3.1192 -3.4462
H -7.2581 -2.5529 -3.2671
H 0.6090 0.9039 4.9809
H 1.1848 0.3694 2.6342
H 0.3658 4.8744 -5.1054
H 0.9287 -4.0919 -4.2598
```

For the energy above the lowest of the compared OMol25 structures with the same formula, charge and spin, the calculation gives 190.5 kJ/mol. Its spin multiplicity is 4. As for the lowest unoccupied orbital energy (spin up / spin down): -6.875 / -7.187 eV. Its HOMO-LUMO gap (spin up / spin down) is 5.251 / 4.938 eV. Its total charge is +2. As for the expectation value of S²: 3.779.

These are the Löwdin partial charges, in e, on atoms 1 to 4:
1. Re 1.66
2. As 1.35
3. O 0.15
4. O -0.46

Density functional theory data (ωB97M-V/def2-TZVPD) for a molecular structure, C45H34N4OP2PbS2.

Geometry as XYZ:
```
89
Properties=species:S:1:pos:R:3
Pb 0.3306 0.0756 -0.4367
S 0.2780 0.1748 2.1947
S 3.0779 0.6015 -0.2717
P 2.3072 2.4998 -0.2406
P 0.1730 2.2007 1.7645
O -9.3938 -9.4902 0.3042
N -4.1002 -5.7909 0.1335
N -5.6572 -4.2190 -0.0041
N -2.3718 -0.5515 -0.2895
N -0.4302 -2.5312 -0.0761
C 0.1988 -4.8235 0.1824
C 0.4932 -3.4627 0.0526
C 4.3152 5.7718 1.1295
C -4.6513 0.1529 -0.3111
C 2.4203 3.0846 -1.9702
C -4.1251 -2.1785 -0.1484
C 1.4795 4.2082 3.2157
C -1.1143 -5.2087 0.1734
C -7.0327 -8.9228 0.2823
C 0.7674 3.0179 3.2896
C -6.0762 -7.9202 0.2323
C -3.3642 4.2179 1.3734
C 5.2972 3.8620 2.2148
C -4.4486 -3.5652 -0.0455
C 1.4025 3.2594 -4.1529
C 3.6137 3.5601 -2.5059
C -5.3909 -5.5578 0.1024
C 3.6999 3.8887 -3.8525
C -2.0298 3.8398 1.3161
C 3.5310 3.5508 0.6077
C 5.2286 5.2351 2.0318
C -1.7342 -2.8876 -0.0752
C -3.8958 2.1762 2.5249
C 0.8440 3.1386 5.6934
C -8.7618 -7.2493 0.1990
C 0.6707 2.6945 0.2254
C -3.5105 -4.5529 0.0414
C -4.3009 3.3859 1.9786
C -5.0707 -1.1453 -0.2153
C 2.5972 3.7338 -4.6801
C -9.0420 -10.8609 0.4148
C 1.3150 2.9418 -2.8052
C 1.5766 4.3183 5.6147
C -2.7607 -1.8387 -0.1780
C -8.3836 -8.5882 0.2640
C 4.4522 3.0180 1.4999
C -2.1122 -4.2343 0.0422
C -3.2759 0.4044 -0.3497
C 3.4674 4.9331 0.4253
C -6.4403 -6.5829 0.1643
C -7.7993 -6.2637 0.1504
C -1.6165 2.6240 1.8621
C 0.4402 2.4909 4.5374
C -2.5581 1.7970 2.4662
C 1.8903 4.8552 4.3766
H 0.5901 2.7231 6.6605
H -2.9017 1.4223 -0.4227
H 5.8874 5.8903 2.5888
H -9.8160 -7.0053 0.1898
H 4.2635 6.8437 0.9813
H 2.4546 5.7774 4.3070
H 4.4963 1.9444 1.6351
H 0.9998 -5.5417 0.2909
H -5.0231 -8.1701 0.2453
H -1.2971 4.4686 0.8241
H -2.2403 0.8441 2.8722
H 1.7022 4.6332 2.2498
H -9.9758 -11.4106 0.4694
H 0.5348 3.1443 -4.7908
H -8.1272 -5.2311 0.1073
H 4.4858 3.6663 -1.8727
H -0.1181 1.5642 4.6014
H -1.4102 -6.2458 0.2722
H -5.3421 3.6838 2.0249
H 2.6667 3.9846 -5.7315
H -8.4759 -11.1948 -0.4574
H 0.3735 2.6105 -2.3823
H 6.0066 3.4429 2.9181
H -5.3527 0.9752 -0.3482
H 1.5239 -3.1190 0.0535
H -8.4587 -11.0476 1.3189
H -6.5681 -3.8000 -0.0476
H -6.1302 -1.3758 -0.1847
H 2.7433 5.3475 -0.2678
H -6.7156 -9.9538 0.3330
H -4.6215 1.5226 2.9947
H -3.6772 5.1625 0.9446
H 4.6332 4.2636 -4.2559
H 1.8988 4.8169 6.5206
```

For the energy above the lowest of the compared OMol25 structures with the same formula, charge and spin, the calculation gives 48.0 kJ/mol. As for the lowest unoccupied orbital energy: -0.267 eV. Its HOMO-LUMO gap is 6.744 eV. Its total charge is 0.

These are the Löwdin partial charges, in e, on atoms 1 to 4:
1. Pb 0.87
2. S 0.20
3. S 0.14
4. P 0.35